Entry 1:
C6H7BrIN3S | ωB97M-V/def2-TZVPD

Structure (XYZ):
```
19
Properties=species:S:1:pos:R:3:forces:R:3
C -1.11473 1.16340 -0.06262 1.51 1.50 -2.27
C -3.29815 -0.32357 0.27213 -1.08 -0.42 -0.71
C -1.08547 -0.18827 0.24135 4.05 -1.87 -0.62
C -3.38254 1.04578 0.06917 0.81 0.19 0.56
C 2.81730 0.16324 0.59841 1.89 1.49 0.06
C 2.91406 -0.43119 -0.81173 -1.97 1.60 -0.28
N -2.12488 -0.90095 0.39258 0.41 -0.73 0.10
N -2.28226 1.78030 -0.11506 -1.28 -0.38 0.38
N 0.51279 -1.15674 0.13047 -4.03 1.21 0.39
S 1.14293 -0.77799 -1.38610 1.02 -0.27 0.45
Br -5.04268 1.90558 0.16113 -0.16 0.11 -0.21
I 0.07998 -3.25094 0.51952 0.14 1.21 -0.31
H -0.32438 1.79843 -0.62560 -0.69 -1.56 1.79
H -4.10327 -1.03683 0.10085 -0.35 0.56 0.60
H 2.61550 1.28238 0.54174 0.25 -1.38 0.06
H 2.14057 -0.24509 1.32393 -0.42 -0.52 -0.18
H 3.82576 0.01944 1.03574 -0.36 0.42 -0.04
H 3.56404 -1.30119 -0.91431 -0.16 0.23 -0.10
H 3.14543 0.45420 -1.47160 0.41 -1.40 0.33
```
Forces are in eV/Å.

## Properties
**Molecular weight**: 360.02 g/mol
**Multiplicity**: 1
**Orbital gap**: 7.93 eV

These are the Löwdin partial charges, in e, on atoms 1 to 6: -0.120 -0.160 -0.256 -0.755 -0.200 -0.462

Entry 2:
C6H7BrN2O2 | ωB97M-V/def2-TZVPD

Structure (XYZ):
```
18
Properties=species:S:1:pos:R:3:forces:R:3
C 0.41442 2.26569 0.00339 -0.62 -1.36 -1.96
C 0.22322 1.85976 1.25899 0.97 -0.40 -0.32
C 0.18843 1.25075 -1.23964 -0.26 1.20 3.69
C 0.12628 0.43469 1.69969 0.19 -1.84 -1.10
C 0.37320 -0.16856 -0.76459 3.21 0.96 1.51
C -0.34536 -0.51660 0.52476 0.09 -1.23 1.58
N -0.29303 1.70953 -2.28757 0.38 2.15 0.83
N 0.31586 3.72172 -0.29558 0.03 -1.75 0.84
O 1.24973 4.32447 -0.73321 0.72 0.34 -0.56
O -0.75310 4.14978 0.03122 -1.14 1.31 -0.27
Br 0.33767 3.03895 2.68794 -0.06 0.57 0.58
H 1.15075 0.00682 1.96979 -1.19 0.92 0.03
H -0.55439 0.33163 2.56372 0.46 0.13 -0.37
H 0.10270 -0.73773 -1.59888 -0.04 -1.57 -1.01
H 1.51694 -0.20465 -0.46892 -1.85 -0.35 -1.19
H -0.23059 -1.61707 0.95300 0.27 2.10 -1.37
H -1.38642 -0.48065 0.27159 -0.92 0.47 0.46
H -0.68930 1.09310 -2.92950 -0.25 -1.65 -1.37
```
Forces are in eV/Å.

## Properties
**Molecular weight**: 219.04 g/mol
**Multiplicity**: 1
**Orbital gap**: 9.83 eV

These are the Löwdin partial charges, in e, on atoms 1 to 6: -0.103 -0.656 -0.281 -0.229 -0.152 -0.191

Entry 3:
C6H7BrO3 | ωB97M-V/def2-TZVPD

Structure (XYZ):
```
17
Properties=species:S:1:pos:R:3:forces:R:3
C -0.42254 -1.28385 0.20521 5.38 6.33 -1.79
C 0.80986 -0.13661 -0.27474 -5.88 -5.08 2.04
C -1.50321 -0.32068 0.55445 0.77 -1.25 -0.41
C 0.24417 1.18150 0.14885 1.31 1.83 -0.32
C -0.16225 -2.71122 0.07524 1.18 -0.16 1.25
C 0.09571 2.33970 -0.81610 0.33 -0.58 -3.41
O -2.65085 -0.57557 0.76260 -0.43 -0.10 0.27
O -1.05210 0.95535 0.54552 -1.70 -0.53 1.11
O 1.01422 1.72292 1.20214 0.57 -3.26 2.01
Br 2.45663 -0.61891 -0.89382 0.05 0.25 -0.02
H -0.98061 -3.36404 0.30801 -0.46 -0.16 0.26
H 0.77372 -3.01464 0.65847 -1.30 0.40 -0.49
H 0.11564 -2.84206 -0.93619 0.27 -0.54 -1.31
H -0.77092 2.08966 -1.51629 1.19 0.24 0.77
H 1.03271 2.41548 -1.49501 -1.46 0.31 1.34
H -0.20758 3.27727 -0.33303 0.58 -0.41 0.15
H 1.20740 0.88570 1.80470 -0.40 2.72 -1.43
```
Forces are in eV/Å.

## Properties
**Molecular weight**: 207.02 g/mol
**Multiplicity**: 1
**Orbital gap (alpha / beta)**: 8.18 / 7.93 eV

These are the Löwdin partial charges, in e, on atoms 1 to 6: -0.025 -0.522 -0.469 -0.714 -0.084 0.008

The records above yield total energy values of -99780.4248; -83448.5084; -82517.2886 eV, respectively.